[1]
Here is a structure of composition C30H33Ge2N4O2PdS from the OMol25 dataset. Energies are from ωB97M-V with the def2-TZVPD basis set.

Values from the calculation:
- ⟨S²⟩ = 0.76
- strongest force on any atom (Eh/bohr) = 0.012
- total charge = -2
- Kohn-Sham gap (spin up / spin down) (Ha) = 0.197 / 0.228
- multiplicity = 2
- LUMO energy (spin up / spin down) (eV) = 4.694 / 4.663
- energy above the lowest of the compared OMol25 structures with the same formula, charge and spin (kcal/mol) = 12.9

Geometry as XYZ:
```
73
C30H33Ge2N4O2PdS, DFT ωB97M-V with the def2-TZVPD basis set
Pd -0.2633 -0.4543 -1.8328
O 0.5809 -1.1146 -3.8984
C 1.5003 -0.6657 -4.6622
C 1.3599 -0.7439 -6.0836
C 2.3178 -0.2667 -6.9506
C 3.4930 0.3159 -6.4687
C 3.6600 0.3957 -5.0956
C 2.7044 -0.0588 -4.1841
C 3.0452 0.0441 -2.7706
N 2.3013 -0.1205 -1.7423
N 3.0577 -0.1044 -0.5725
C 2.4431 0.3835 0.4829
O 1.3372 0.9602 0.5916
C 3.2964 0.2540 1.7327
C 2.6690 0.0562 2.9587
C 3.4093 -0.0648 4.1261
C 4.7949 0.0362 4.0890
C 5.4290 0.2454 2.8703
C 4.6853 0.3445 1.7015
H 0.4488 -1.2050 -6.4498
H 2.1543 -0.3500 -8.0215
H 4.2539 0.6856 -7.1453
H 4.5720 0.8299 -4.6935
H 4.0984 0.2725 -2.5733
H 1.5888 -0.0071 2.9769
H 2.8995 -0.2380 5.0675
H 5.3755 -0.0478 5.0014
H 6.5101 0.3279 2.8299
H 5.1680 0.4812 0.7427
N -1.0392 1.2571 -3.9889
C -1.8416 0.7098 -2.9965
N -2.3940 1.6629 -2.1699
S -2.4681 -0.8633 -3.0949
H -0.3776 1.9314 -3.6187
H -0.5461 0.5136 -4.4739
H -2.4811 2.5887 -2.5560
H -3.1746 1.3362 -1.6233
C -2.0758 3.4393 0.5497
Ge -1.6176 1.8755 1.6814
C -3.1262 1.8144 2.9916
C -0.1569 2.5489 2.8131
Ge -1.2821 -0.2019 0.3939
C -0.5193 -1.4343 1.7748
C 0.4179 -2.3890 1.3767
C 1.0044 -3.2620 2.2865
C 0.6640 -3.2006 3.6306
C -0.2659 -2.2585 4.0522
C -0.8434 -1.3912 3.1327
C -3.1890 -0.8768 0.3943
C -4.3092 -0.0529 0.2799
C -5.5972 -0.5627 0.1486
C -5.8032 -1.9336 0.1410
C -4.7060 -2.7795 0.2642
C -3.4281 -2.2549 0.3855
H -2.0860 4.3376 1.1743
H -3.0567 3.3331 0.0796
H -1.3281 3.5563 -0.2356
H -3.2396 2.8117 3.4307
H -2.9067 1.1148 3.8013
H -4.0749 1.5179 2.5452
H -0.4518 3.5327 3.1943
H 0.7571 2.6202 2.2282
H 0.0253 1.8886 3.6640
H 0.7194 -2.4270 0.3339
H 1.7416 -3.9796 1.9438
H 1.1274 -3.8715 4.3455
H -0.5364 -2.1914 5.1012
H -1.5631 -0.6614 3.4898
H -4.1858 1.0276 0.2950
H -6.4395 0.1154 0.0544
H -6.8031 -2.3401 0.0378
H -4.8476 -3.8554 0.2541
H -2.5864 -2.9371 0.4613
```

The net atomic charges from Mulliken, expressed in e, are: number 1, Pd, carries -0.30; number 2, O, carries -0.69; number 3, C, carries -0.25; number 4, C, carries -0.11; number 5, C, carries -0.34; number 6, C, carries -0.56; number 7, C, carries -0.60; number 8, C, carries 0.46; number 9, C, carries -0.62; number 10, N, carries 0.46; number 11, N, carries -0.71; number 12, C, carries -0.13; number 13, O, carries -0.75; number 14, C, carries 0.03; number 15, C, carries 0.30; number 16, C, carries -0.97; number 17, C, carries -0.40; number 18, C, carries -0.55; number 19, C, carries -0.39; number 20, H, carries 0.42; number 21, H, carries 0.33; number 22, H, carries 0.36; number 23, H, carries 0.28; number 24, H, carries 0.21; number 25, H, carries 0.73; number 26, H, carries 0.39; number 27, H, carries 0.35; number 28, H, carries 0.35; number 29, H, carries 0.44; number 30, N, carries -0.63; number 31, C, carries -0.19; number 32, N, carries -0.10; number 33, S, carries -0.11; number 34, H, carries 0.30; number 35, H, carries 0.31; number 36, H, carries 0.27; number 37, H, carries 0.11; number 38, C, carries -1.46; number 39, Ge, carries 0.92; number 40, C, carries -1.46; number 41, C, carries -1.29; number 42, Ge, carries 0.98; number 43, C, carries -0.36; number 44, C, carries 0.24; number 45, C, carries -0.53; number 46, C, carries -0.47; number 47, C, carries -0.54; number 48, C, carries -0.06; number 49, C, carries 0.24; number 50, C, carries -0.15; number 51, C, carries -0.83; number 52, C, carries -0.43; number 53, C, carries -0.57; number 54, C, carries -0.47; number 55, H, carries 0.48; number 56, H, carries 0.34; number 57, H, carries 0.33; number 58, H, carries 0.47; number 59, H, carries 0.41; number 60, H, carries 0.36; number 61, H, carries 0.53; number 62, H, carries 0.30; number 63, H, carries 0.32; number 64, H, carries 0.21; number 65, H, carries 0.39; number 66, H, carries 0.32; number 67, H, carries 0.36; number 68, H, carries 0.16; number 69, H, carries 0.22; number 70, H, carries 0.37; number 71, H, carries 0.32; number 72, H, carries 0.37; number 73, H, carries 0.31

[2]
Here is a structure of composition C30H33Ge2N4O2PdS from the OMol25 dataset. Energies are from ωB97M-V with the def2-TZVPD basis set.

Values from the calculation:
- ⟨S²⟩ = 0.76
- strongest force on any atom (Eh/bohr) = 0.011
- total charge = -2
- Kohn-Sham gap (spin up / spin down) (Ha) = 0.195 / 0.231
- multiplicity = 2
- LUMO energy (spin up / spin down) (eV) = 4.702 / 4.671
- energy above the lowest of the compared OMol25 structures with the same formula, charge and spin (kcal/mol) = 8.4

Geometry as XYZ:
```
73
C30H33Ge2N4O2PdS, DFT ωB97M-V with the def2-TZVPD basis set
Pd -0.9403 0.0310 1.7737
O -0.9293 0.3226 4.0547
C -0.1285 -0.0693 4.9718
C -0.6233 -0.3862 6.2735
C 0.1978 -0.8172 7.2934
C 1.5730 -0.9499 7.0935
C 2.0820 -0.6357 5.8431
C 1.2810 -0.2180 4.7794
C 1.9634 0.1255 3.5367
N 1.4806 0.3110 2.3666
N 2.4504 0.7808 1.4844
C 2.4403 0.2506 0.2775
O 1.7590 -0.6964 -0.1804
C 3.4691 0.8998 -0.6311
C 3.2710 0.8726 -2.0061
C 4.1825 1.4664 -2.8674
C 5.3204 2.0834 -2.3651
C 5.5303 2.1108 -0.9909
C 4.6080 1.5297 -0.1315
H -1.6904 -0.2663 6.4293
H -0.2321 -1.0498 8.2634
H 2.2261 -1.2809 7.8919
H 3.1515 -0.7145 5.6663
H 3.0470 0.2527 3.6329
H 2.3752 0.3995 -2.3797
H 3.9955 1.4570 -3.9357
H 6.0358 2.5452 -3.0374
H 6.4155 2.5919 -0.5876
H 4.7422 1.5611 0.9415
N -2.0469 -2.1993 3.3849
C -2.5687 -1.6669 2.2241
N -2.5541 -2.5262 1.1652
S -3.4677 -0.2404 2.1926
H -1.1818 -2.7038 3.2266
H -1.8960 -1.4473 4.0551
H -2.4754 -3.5111 1.3507
H -3.1053 -2.2473 0.3718
C -0.9409 -3.6771 -1.5091
Ge -0.5227 -1.8770 -2.2483
C -1.5224 -1.8835 -3.9805
C 1.3274 -2.0640 -2.8992
Ge -1.0664 -0.0216 -0.6926
C -0.1933 1.5336 -1.5967
C 0.4872 2.4692 -0.8158
C 1.1220 3.5650 -1.3890
C 1.0866 3.7508 -2.7636
C 0.4074 2.8361 -3.5598
C -0.2259 1.7450 -2.9767
C -2.9591 0.2999 -1.3481
C -3.8409 -0.7318 -1.6756
C -5.1764 -0.5006 -1.9820
C -5.6736 0.7950 -1.9757
C -4.8179 1.8437 -1.6589
C -3.4877 1.5942 -1.3497
H -0.5763 -4.4515 -2.1901
H -2.0173 -3.8180 -1.3773
H -0.4550 -3.7990 -0.5400
H -1.2734 -2.7960 -4.5319
H -1.2209 -1.0294 -4.5922
H -2.6042 -1.8368 -3.8512
H 1.4158 -2.9880 -3.4791
H 2.0163 -2.0715 -2.0561
H 1.5871 -1.2251 -3.5479
H 0.5460 2.3173 0.2573
H 1.6676 4.2596 -0.7602
H 1.5970 4.5950 -3.2143
H 0.3750 2.9719 -4.6364
H -0.7644 1.0440 -3.6093
H -3.4765 -1.7573 -1.7040
H -5.8297 -1.3323 -2.2257
H -6.7150 0.9857 -2.2102
H -5.1941 2.8617 -1.6464
H -2.8393 2.4273 -1.0954
```

The net atomic charges from Mulliken, expressed in e, are: number 1, Pd, carries -0.47; number 2, O, carries -0.72; number 3, C, carries 0.05; number 4, C, carries -0.19; number 5, C, carries -0.37; number 6, C, carries -0.55; number 7, C, carries -0.59; number 8, C, carries 0.29; number 9, C, carries -0.66; number 10, N, carries 0.47; number 11, N, carries -0.59; number 12, C, carries -0.20; number 13, O, carries -0.69; number 14, C, carries 0.23; number 15, C, carries 0.19; number 16, C, carries -0.74; number 17, C, carries -0.43; number 18, C, carries -0.59; number 19, C, carries -0.38; number 20, H, carries 0.43; number 21, H, carries 0.33; number 22, H, carries 0.36; number 23, H, carries 0.29; number 24, H, carries 0.21; number 25, H, carries 0.38; number 26, H, carries 0.37; number 27, H, carries 0.35; number 28, H, carries 0.36; number 29, H, carries 0.42; number 30, N, carries -0.64; number 31, C, carries -0.08; number 32, N, carries -0.12; number 33, S, carries -0.15; number 34, H, carries 0.29; number 35, H, carries 0.32; number 36, H, carries 0.25; number 37, H, carries 0.11; number 38, C, carries -1.43; number 39, Ge, carries 0.84; number 40, C, carries -1.45; number 41, C, carries -1.36; number 42, Ge, carries 1.14; number 43, C, carries -0.20; number 44, C, carries -0.09; number 45, C, carries -0.36; number 46, C, carries -0.50; number 47, C, carries -0.61; number 48, C, carries -0.04; number 49, C, carries 0.31; number 50, C, carries -0.25; number 51, C, carries -0.80; number 52, C, carries -0.40; number 53, C, carries -0.57; number 54, C, carries -0.48; number 55, H, carries 0.48; number 56, H, carries 0.35; number 57, H, carries 0.32; number 58, H, carries 0.49; number 59, H, carries 0.39; number 60, H, carries 0.36; number 61, H, carries 0.54; number 62, H, carries 0.33; number 63, H, carries 0.35; number 64, H, carries 0.22; number 65, H, carries 0.39; number 66, H, carries 0.33; number 67, H, carries 0.35; number 68, H, carries 0.21; number 69, H, carries 0.21; number 70, H, carries 0.37; number 71, H, carries 0.32; number 72, H, carries 0.37; number 73, H, carries 0.34

[3]
Here is a cluster of 5 separate species, C30H33INO21PSSi2 in total in a non-equilibrium geometry from the OMol25 dataset. Energies are from ωB97M-V with the def2-TZVPD basis set.

Values from the calculation:
- strongest force on any atom (Eh/bohr) = 0.054
- Kohn-Sham gap (Ha) = 0.278
- multiplicity = 1
- LUMO energy (eV) = -1.394
- SMILES = NC[C@@H](O)C[Si@@H](O[Si@@H](I)C[C@H]1CO1)P(O)(O)=S.O=C1C=C(O)C(=O)C=C1O.O=C1C=C(O)C(=O)C=C1O.O=C1C=C(O)C(=O)C=C1O.O=C1C=C(O)C(=O)C=C1O

Geometry as XYZ:
```
90
C30H33INO21PSSi2, DFT ωB97M-V with the def2-TZVPD basis set
N -6.6364 -1.2849 -4.4760
C -5.7834 -1.8974 -5.4997
C -5.2853 -3.2845 -5.0723
O -6.1015 -4.3099 -5.6588
C -3.8623 -3.5845 -5.5594
Si -2.4437 -3.6900 -4.3653
O -1.8024 -2.2389 -3.8674
Si -2.4334 -0.8529 -3.2856
I -4.1356 -1.2267 -1.5553
C -1.0179 0.1447 -2.6093
C -1.3051 0.8867 -1.3460
C -0.9293 0.2612 -0.0364
O -0.1789 1.3095 -0.6190
P -2.8645 -5.0584 -2.5921
O -2.1862 -4.3151 -1.3143
O -4.4530 -5.0842 -2.2923
S -2.0800 -6.7624 -2.9542
H -6.0845 -0.7018 -3.8570
H -7.2946 -0.6495 -4.9111
H -6.3710 -2.0129 -6.4137
H -4.9285 -1.2653 -5.7706
H -5.3926 -3.3758 -3.9870
H -7.0169 -4.0117 -5.6427
H -3.5811 -2.9087 -6.3748
H -3.8818 -4.5861 -6.0050
H -1.3389 -4.3865 -5.0350
H -3.1587 -0.1211 -4.3434
H -0.7099 0.8733 -3.3643
H -0.1949 -0.5430 -2.3976
H -2.1835 1.5320 -1.3308
H -1.6700 0.5332 0.7035
H -0.6473 -0.7661 -0.2382
H -2.7720 -4.1305 -0.5725
H -4.7045 -4.9987 -1.3663
C 1.6016 5.6657 0.7472
C 1.0945 4.4207 0.7304
C 1.4392 3.3941 1.8010
O 0.8946 2.3124 1.6958
C 2.3647 3.7646 2.8476
C 2.8717 5.0030 2.8506
C 2.5085 6.0376 1.8057
O 3.0256 7.1355 1.9337
O 3.7355 5.4464 3.7574
O 0.2695 3.9601 -0.1886
H 1.3607 6.4026 -0.0060
H 2.6208 3.0288 3.5961
H 3.9286 6.3761 3.5145
H 0.0833 3.0181 0.0446
C 5.1296 -0.5640 1.2998
C 5.9345 -1.1447 0.3981
C 5.5763 -1.2342 -1.0751
O 6.4018 -1.7754 -1.7915
C 4.3211 -0.6864 -1.5253
C 3.5146 -0.1092 -0.6248
C 3.8715 -0.0144 0.8481
O 3.0446 0.5197 1.5667
O 2.3415 0.4230 -0.9232
O 7.1025 -1.6930 0.6854
H 5.3736 -0.5015 2.3508
H 4.0747 -0.7652 -2.5735
H 1.9728 0.8058 -0.0987
H 7.4545 -2.0275 -0.1658
C 1.8088 -4.9279 -2.1467
C 1.0927 -6.0148 -1.8169
C 0.0523 -6.0005 -0.7094
O -0.5391 -7.0464 -0.5151
C -0.1637 -4.7779 0.0298
C 0.5525 -3.6944 -0.3009
C 1.5789 -3.7065 -1.4185
O 2.1461 -2.6453 -1.6229
O 0.4397 -2.5169 0.2944
O 1.2120 -7.1877 -2.4076
H 2.5486 -4.9301 -2.9344
H -0.8974 -4.7767 0.8232
H 1.0720 -1.9211 -0.1600
H 0.5654 -7.7788 -1.9694
C 1.3981 7.2102 7.8423
C 2.0105 6.2932 7.0764
C 1.3591 4.9668 6.7164
O 2.0252 4.2303 6.0114
C 0.0387 4.6742 7.2187
C -0.5709 5.5924 7.9836
C 0.0733 6.9233 8.3346
O -0.5958 7.6729 9.0248
O -1.7751 5.4436 8.5057
O 3.2134 6.4414 6.5558
H 1.8522 8.1558 8.1018
H -0.4134 3.7254 6.9670
H -1.9529 6.2678 9.0050
H 3.3859 5.6358 6.0196
```

The net atomic charges from Mulliken, expressed in e, are: number 1, N, carries -0.53; number 2, C, carries -0.98; number 3, C, carries 0.82; number 4, O, carries -0.58; number 5, C, carries -0.96; number 6, Si, carries 0.24; number 7, O, carries -0.16; number 8, Si, carries 0.34; number 9, I, carries -0.20; number 10, C, carries -0.23; number 11, C, carries -0.35; number 12, C, carries -0.35; number 13, O, carries -0.39; number 14, P, carries 0.62; number 15, O, carries -0.39; number 16, O, carries -0.48; number 17, S, carries -0.32; number 18, H, carries 0.16; number 19, H, carries 0.24; number 20, H, carries 0.53; number 21, H, carries 0.21; number 22, H, carries 0.03; number 23, H, carries 0.34; number 24, H, carries 0.38; number 25, H, carries 0.41; number 26, H, carries -0.20; number 27, H, carries -0.21; number 28, H, carries 0.48; number 29, H, carries 0.04; number 30, H, carries 0.58; number 31, H, carries 0.24; number 32, H, carries 0.11; number 33, H, carries 0.26; number 34, H, carries 0.29; number 35, C, carries -0.99; number 36, C, carries 0.34; number 37, C, carries 1.04; number 38, O, carries -0.56; number 39, C, carries -1.04; number 40, C, carries 0.20; number 41, C, carries 1.22; number 42, O, carries -0.66; number 43, O, carries -0.60; number 44, O, carries -0.54; number 45, H, carries 0.46; number 46, H, carries 0.54; number 47, H, carries 0.37; number 48, H, carries 0.39; number 49, C, carries -1.23; number 50, C, carries 0.29; number 51, C, carries 1.16; number 52, O, carries -0.67; number 53, C, carries -0.82; number 54, C, carries 0.25; number 55, C, carries 1.04; number 56, O, carries -0.55; number 57, O, carries -0.44; number 58, O, carries -0.59; number 59, H, carries 0.47; number 60, H, carries 0.42; number 61, H, carries 0.22; number 62, H, carries 0.38; number 63, C, carries -1.23; number 64, C, carries 0.57; number 65, C, carries 1.02; number 66, O, carries -0.66; number 67, C, carries -1.08; number 68, C, carries 0.39; number 69, C, carries 0.99; number 70, O, carries -0.36; number 71, O, carries -0.63; number 72, O, carries -0.64; number 73, H, carries 0.50; number 74, H, carries 0.58; number 75, H, carries 0.05; number 76, H, carries 0.40; number 77, C, carries -0.96; number 78, C, carries 0.36; number 79, C, carries 1.08; number 80, O, carries -0.59; number 81, C, carries -1.17; number 82, C, carries 0.40; number 83, C, carries 1.08; number 84, O, carries -0.64; number 85, O, carries -0.58; number 86, O, carries -0.61; number 87, H, carries 0.44; number 88, H, carries 0.45; number 89, H, carries 0.38; number 90, H, carries 0.35